{
  "formula": "C3HFO3",
  "method": "the ωB97M-V functional and the def2-TZVPD basis",
  "elements": ["O", "C", "C", "F", "H", "O", "C", "O"],
  "coordinates": [[-0.145, -2.540, -1.807], [-0.457, -1.809, -0.944], [-0.927, -1.092, 0.010], [-0.902, 0.206, 0.193], [-1.451, -1.670, 0.944], [1.778, -0.272, 0.781], [2.297, -0.126, -0.252], [2.907, 0.138, -1.175]],
  "forces_ev_per_a": [[0.0323, 0.5518, 0.6827], [0.4800, -1.2608, -2.2050], [-2.6093, -2.0769, 4.4991], [0.3412, 1.5048, -0.4282], [1.4850, 1.2208, -2.6335], [0.0019, -0.3926, -0.6812], [-0.6014, 0.3752, 3.1187], [0.8704, 0.0778, -2.3526]],
  "total_energy_ev": -11985.346,
  "smiles": "O=C=CF.O=C=O",
  "de_lowest_kj_mol": 83.4,
  "orbital_gap_ha": 0.33653
}